[1]
A molecular structure, C21H22AlBrF3. Source: the Open Molecules 2025 dataset; level of theory: ωB97M-V/def2-TZVPD.

Last column: Mulliken charge in e.
Cartesian coordinates (Å):
C1 -7.4742 -3.6263 -2.5237  -0.75
C2 -6.2112 -3.0086 -2.5505  -0.20
C3 -5.1158 -3.6337 -3.3580  -0.76
Al1 -3.9255 -2.3309 -4.3857  0.32
Br1 -5.1969 -0.6944 -5.6054  -0.50
H1 -7.8043 -4.2499 -1.6984  0.23
H2 -8.0984 -3.5105 -3.4057  0.27
H3 -6.0148 -2.0747 -2.0239  0.26
H4 -5.5821 -4.3044 -4.0836  0.34
H5 -4.5126 -4.1660 -2.6185  0.27
H6 -3.1237 -3.2112 -5.4794  -0.26
H7 -2.9068 -1.6854 -3.3100  -0.19
F1 -5.3679 0.1520 -1.4868  -0.35
C4 -4.2211 0.4755 -0.8726  0.17
C5 -4.0900 0.2375 0.4825  -0.37
C6 -2.9010 0.5689 1.1161  -0.55
C7 -1.8649 1.1415 0.3923  -0.58
C8 -2.0136 1.3782 -0.9679  -0.39
C9 -3.1951 1.0387 -1.6080  -0.25
H8 -4.9131 -0.2032 1.0299  0.42
H9 -2.7841 0.3799 2.1756  0.36
H10 -0.9395 1.4040 0.8901  0.66
H11 -1.2063 1.8271 -1.5314  0.38
H12 -3.3238 1.2051 -2.6691  0.47
F2 1.5522 1.8225 -0.8740  -0.31
C10 2.2867 0.8059 -0.3806  0.44
C11 1.6469 -0.2428 0.2495  -0.21
C12 2.4058 -1.2893 0.7530  -0.51
C13 3.7885 -1.2693 0.6288  -0.52
C14 4.4141 -0.2037 -0.0035  -0.47
C15 3.6601 0.8413 -0.5180  -0.46
H13 0.5690 -0.2369 0.3425  0.39
H14 1.9168 -2.1202 1.2432  0.38
H15 4.3786 -2.0842 1.0270  0.41
H16 5.4921 -0.1849 -0.0961  0.40
H17 4.1283 1.6770 -1.0216  0.44
F3 4.7414 -0.1162 3.6291  -0.33
C16 5.1450 1.1653 3.5972  0.31
C17 4.2314 2.1464 3.2665  -0.26
C18 4.6468 3.4691 3.2362  -0.42
C19 5.9662 3.7923 3.5260  -0.46
C20 6.8711 2.7914 3.8515  -0.32
C21 6.4596 1.4668 3.8930  -0.52
H18 3.2102 1.8720 3.0352  0.48
H19 3.9401 4.2487 2.9851  0.37
H20 6.2881 4.8251 3.4973  0.37
H21 7.9002 3.0416 4.0732  0.35
H22 7.1475 0.6726 4.1519  0.42

Forces on atoms 1 to 3 (eV/Å):
C 0.3 0.8 0.1
C -0.4 -1.4 -0.5
C -0.7 2.6 -1.7

## Properties
frontier orbital gap: 5.2 eV
highest occupied orbital energy: -0.11503 hartree
charge: -1

[2]
2 unconnected molecules or ions with the total composition C5H10N4O. Source: the Open Molecules 2025 dataset; level of theory: ωB97M-V/def2-TZVPD.

Last column: Mulliken charge in e.
Cartesian coordinates (Å):
C1 -3.3621 0.2119 -0.7992  -0.66
C2 -3.4639 0.3329 0.5424  0.10
C3 -2.1545 -0.4418 -1.0818  -0.20
C4 1.4054 0.2410 0.2357  0.62
C5 3.5805 -0.6131 -0.2109  -0.95
N1 -2.2406 -0.0244 1.0886  -0.15
N2 -1.4865 -0.4409 0.1044  0.60
N3 2.2901 -0.6357 0.5049  -0.07
N4 1.3117 1.4955 0.0607  -0.26
O1 -0.2807 -0.9013 0.3230  -0.58
H1 -4.1568 0.3859 -1.4741  0.42
H2 -4.2749 0.5045 1.2967  0.43
H3 -1.8349 -0.6466 -2.1308  0.42
H4 4.1116 0.2341 0.1405  0.39
H5 4.1653 -1.4139 0.1738  0.38
H6 3.4141 -0.5841 -1.3349  0.33
H7 -1.9117 -0.2003 1.9798  0.19
H8 2.1456 -1.5101 0.8839  0.35
H9 2.1145 2.0712 0.3601  0.32
H10 0.6278 1.9353 -0.6629  0.34

Forces on atoms 1 to 3 (eV/Å):
C 0.0 -1.4 -0.7
C 0.5 -0.1 3.9
C -0.5 2.0 -0.3

## Properties
frontier orbital gap (spin up / spin down): 7.9 / 7.9 eV
highest occupied orbital energy (spin up / spin down): -0.64458 / -0.64461 hartree
energy above the lowest of the compared OMol25 structures with the same formula, charge and spin: 126.1 kcal/mol
charge: +2

[3]
A gas-phase ion, C2H6NO (charge +1). Source: the Open Molecules 2025 dataset; level of theory: ωB97M-V/def2-TZVPD.

Last column: Mulliken charge in e.
Cartesian coordinates (Å):
C1 -1.0478 -0.0287 0.8185  0.24
C2 -0.1184 -0.6089 -0.2457  -0.56
N1 0.9026 0.4368 -0.4754  -0.30
O1 -0.8133 1.0663 1.2421  -0.46
H1 -1.8857 -0.6511 1.1389  0.38
H2 0.3180 -1.5405 0.1189  0.30
H3 -0.6905 -0.8340 -1.1474  0.30
H4 0.9045 0.8133 -1.4276  0.35
H5 1.8542 0.1482 -0.2298  0.35
H6 0.5764 1.1987 0.2075  0.39

Forces on atoms 1 to 3 (eV/Å):
C 0.1 -0.3 -0.3
C -0.4 -0.4 0.1
N 0.1 0.6 0.2

## Properties
frontier orbital gap: 12.1 eV
highest occupied orbital energy: -0.59080 hartree
energy above the lowest of the compared OMol25 structures with the same formula, charge and spin: 0.0 kcal/mol
charge: +1
SMILES: [NH3+]CC=O

[4]
C3H11N3O in the gas phase. Source: the Open Molecules 2025 dataset; level of theory: ωB97M-V/def2-TZVPD.

Last column: Mulliken charge in e.
Cartesian coordinates (Å):
C1 -0.7519 0.8511 -0.1107  0.04
C2 0.0773 -1.3638 0.5902  -1.04
C3 -1.6264 0.4377 -1.2956  -1.20
N1 0.3686 -0.0599 0.0236  0.20
N2 1.4758 0.5904 0.6411  -0.38
N3 2.7121 0.2561 0.0630  -0.65
O1 -1.5156 1.0070 1.0635  -0.55
H1 -2.0500 0.2155 1.1940  0.34
H2 1.5250 0.3717 1.6383  0.28
H3 -0.3177 1.8391 -0.2944  0.47
H4 2.8189 -0.7477 -0.0959  0.24
H5 2.7673 0.7149 -0.8388  0.26
H6 -0.7155 -1.8435 0.0204  0.33
H7 0.9685 -1.9840 0.5048  0.31
H8 -0.2068 -1.3057 1.6467  0.36
H9 -2.1038 -0.5288 -1.1091  0.29
H10 -1.0200 0.3635 -2.1990  0.34
H11 -2.4056 1.1866 -1.4421  0.36

Forces on atoms 1 to 3 (eV/Å):
C 0.1 -0.1 -0.7
C 0.1 0.2 -0.1
C 0.1 0.1 0.2

## Properties
frontier orbital gap: 10.0 eV
highest occupied orbital energy: -0.33476 hartree
energy above the lowest of the compared OMol25 structures with the same formula, charge and spin: 61.4 kcal/mol
charge: 0
SMILES: C[C@@H](O)N(C)NN

[5]
A molecular structure, C26H20BrFN3O3SbSe4Sn. Source: the Open Molecules 2025 dataset; level of theory: ωB97M-V/def2-TZVPD.

Last column: Mulliken charge in e.
Cartesian coordinates (Å):
Sn1 7.5177 -14.1483 -9.7160  0.33
C1 2.5425 -17.8208 -13.6904  -1.31
C2 3.8358 -17.8267 -14.5345  -0.24
C3 4.2254 -19.0759 -15.2752  -1.19
C4 4.6205 -20.1354 -14.2259  -1.07
C5 5.6143 -19.6835 -13.2406  1.04
C6 6.4406 -20.5711 -12.5753  -0.90
C7 7.3722 -20.0767 -11.6091  0.06
F1 8.0550 -20.9536 -10.8641  -0.34
C8 7.4695 -18.7438 -11.3515  -0.93
C9 6.6752 -17.8234 -12.0618  0.51
C10 6.9283 -16.4210 -11.8381  1.64
O1 7.8005 -16.0419 -11.0116  -0.87
C11 6.0426 -15.5471 -12.5693  0.19
C12 5.1636 -16.0815 -13.4514  -0.35
N1 4.9775 -17.4075 -13.6795  0.09
C13 5.7188 -18.3000 -12.9934  -0.23
C14 5.9671 -14.1124 -12.4853  -0.07
O2 5.2337 -13.5119 -13.2614  -0.79
O3 6.7111 -13.4909 -11.6059  -0.01
H1 1.6990 -18.1173 -14.3515  0.39
H2 2.3105 -16.7811 -13.4772  0.42
H3 2.4886 -18.4097 -12.7754  0.33
H4 3.7664 -17.0361 -15.2568  0.44
H5 5.0469 -18.8041 -15.8812  0.41
H6 3.4744 -19.4461 -15.8957  0.47
H7 5.0114 -21.0320 -14.7353  0.47
H8 3.6983 -20.4905 -13.7688  0.33
H9 6.2405 -21.6073 -12.6788  0.54
H10 8.2708 -18.3612 -10.6964  0.49
H11 4.5377 -15.3750 -13.9929  0.60
Se1 7.3866 -13.8177 -6.1335  -0.42
Sb1 7.7734 -16.1288 -6.3074  0.74
Se2 9.2574 -17.6253 -5.2892  -0.45
Se3 5.0713 -15.4922 -9.0624  -0.40
Se4 6.2257 -17.1089 -7.9398  -0.08
Br1 13.9576 -12.9451 -13.4986  -0.19
C15 12.3098 -12.5911 -12.7042  0.27
C16 12.1934 -11.4391 -11.9728  -0.75
C17 11.0351 -11.2025 -11.2953  -0.35
C18 9.9494 -12.0879 -11.3551  -0.20
C19 10.0438 -13.2193 -12.1853  0.12
C20 11.2629 -13.4761 -12.8470  -0.89
N2 8.7595 -11.8873 -10.5836  0.30
C21 8.1492 -10.8024 -10.5924  -0.46
C22 6.8643 -10.6495 -9.8994  0.35
C23 6.2644 -9.4034 -9.8810  -0.77
C24 5.0511 -9.3398 -9.1292  -0.37
C25 4.5354 -10.4677 -8.5302  -0.95
C26 5.2834 -11.6164 -8.5653  -0.11
N3 6.4272 -11.7100 -9.2391  0.14
H12 13.0934 -10.8238 -11.9302  0.38
H13 11.0364 -10.3201 -10.7325  0.59
H14 9.2095 -13.9094 -12.3517  0.39
H15 11.3731 -14.3191 -13.4741  0.49
H16 8.5897 -10.0042 -11.1739  0.49
H17 6.6957 -8.5253 -10.3647  0.42
H18 4.5238 -8.4222 -9.3132  0.38
H19 3.6474 -10.4991 -7.9642  0.45
H20 4.9574 -12.5366 -8.1078  0.47

Forces on atoms 1 to 3 (eV/Å):
Sn -0.1 0.1 -0.3
C -0.7 0.1 -1.4
C -0.2 0.4 0.9

## Properties
frontier orbital gap: 6.4 eV
highest occupied orbital energy: -0.27462 hartree
energy above the lowest of the compared OMol25 structures with the same formula, charge and spin: 8.9 kcal/mol
charge: 0

[6]
2 unconnected molecules or ions with the total composition C2H5NS2. Source: the Open Molecules 2025 dataset; level of theory: ωB97M-V/def2-TZVPD.

Last column: Mulliken charge in e.
Cartesian coordinates (Å):
C1 1.0730 -0.7781 0.7859  0.04
C2 -0.0774 1.4963 0.3290  -0.37
N1 0.2898 0.2078 0.8205  -0.01
S1 0.5360 -2.3669 0.5243  -0.05
S2 -1.5282 0.3598 0.0178  -0.22
H1 -0.0679 -0.6229 -1.8082  0.24
H2 -0.1573 2.1450 1.1961  0.27
H3 0.3639 1.8095 -0.6039  0.27
H4 -0.7040 -2.1808 0.2111  0.07
H5 0.2721 -0.0698 -1.4726  -0.24

Forces on atoms 1 to 3 (eV/Å):
C -0.5 0.1 0.1
C -0.4 -1.9 1.0
N -0.5 -0.3 -1.2

## Properties
frontier orbital gap: 8.5 eV
highest occupied orbital energy: -0.31990 hartree
energy above the lowest of the compared OMol25 structures with the same formula, charge and spin: 116.4 kcal/mol
charge: 0